Entry 1:
{
  "formula": "CH4N2O4",
  "method": "wB97M-V/def2-TZVPD",
  "homo_energy_ev": -9.28,
  "de_lowest_ev": 4.590,
  "smiles": "[O-]/[N+](O)=N\\O.C=O",
  "total_charge": 0,
  "symbols": ["C", "N", "N", "O", "O", "O", "O", "H", "H", "H", "H"],
  "xyz": [[-1.538, 0.480, -0.075], [1.391, -0.519, 0.336], [2.221, 0.343, -0.049], [3.376, 0.165, -0.269], [1.742, 1.605, 0.161], [1.850, -1.760, 0.326], [-0.555, 0.584, 0.649], [-1.935, 1.291, -0.828], [-2.232, -0.382, -0.053], [0.728, 1.752, 0.228], [2.770, -1.612, 0.137]]
}



Entry 2:
{
  "formula": "CH4N2OS",
  "method": "wB97M-V/def2-TZVPD",
  "homo_energy_ev": -9.74,
  "de_lowest_ev": 4.823,
  "total_charge": 0,
  "symbols": ["C", "N", "N", "O", "S", "H", "H", "H", "H"],
  "xyz": [[0.564, 1.737, 2.081], [-0.540, 1.371, 1.943], [1.094, -1.175, -0.750], [0.192, -1.302, -1.690], [-1.378, -0.404, -1.523], [-0.723, 0.750, -1.499], [-1.348, 0.820, 1.749], [0.779, -1.621, 0.200], [1.360, -0.175, -0.511]]
}



Entry 3:
{
  "formula": "CH4N2OS",
  "method": "wB97M-V/def2-TZVPD",
  "homo_energy_ev": [-8.98, -8.98],
  "de_lowest_ev": 3.764,
  "smiles": "NNOC=S",
  "total_charge": 0,
  "symbols": ["C", "N", "N", "O", "S", "H", "H", "H", "H"],
  "xyz": [[2.200, 0.269, 0.163], [-0.836, -0.339, 0.352], [0.029, 0.284, -0.537], [1.269, -0.453, -0.555], [3.783, -0.155, 0.192], [1.844, 1.144, 0.634], [-0.719, -1.436, 0.503], [-0.803, 0.077, 1.354], [-0.344, 0.262, -1.539]]
}



Entry 4:
{
  "formula": "CH4N2OSi",
  "method": "wB97M-V/def2-TZVPD",
  "homo_energy_ev": [-10.38, -10.96],
  "de_lowest_ev": 6.819,
  "total_charge": 0,
  "symbols": ["C", "N", "N", "O", "Si", "H", "H", "H", "H"],
  "xyz": [[-0.903, 0.799, 1.855], [-0.811, 1.828, 2.378], [-0.659, 0.035, -0.753], [-0.883, -0.257, 1.271], [0.934, -0.490, -0.882], [-1.484, -0.431, -1.002], [1.704, 0.108, 0.071], [1.100, 0.478, -1.971], [1.001, -2.071, -0.968]]
}



Entry 5:
{
  "formula": "CH4N2P2",
  "method": "wB97M-V/def2-TZVPD",
  "homo_energy_ev": -8.78,
  "de_lowest_ev": 2.268,
  "smiles": "[H]/N=C1/[PH]#P1N",
  "total_charge": 0,
  "symbols": ["C", "N", "N", "P", "P", "H", "H", "H", "H"],
  "xyz": [[-0.743, 0.874, -0.187], [-0.175, 2.217, -0.364], [0.968, -1.194, 0.174], [-1.931, -0.126, 0.564], [-0.327, -0.891, -0.863], [0.283, 2.319, -1.246], [1.801, -0.842, -0.155], [1.171, -2.175, 0.244], [-1.047, -0.181, 1.831]]
}



Entry 6:
{
  "formula": "CH4N2S",
  "method": "wB97M-V/def2-TZVPD",
  "homo_energy_ev": -9.87,
  "de_lowest_ev": 1.492,
  "smiles": "[H]/N=C\\NS",
  "total_charge": 0,
  "symbols": ["C", "H", "H", "H", "H", "N", "N", "S"],
  "xyz": [[-0.841, 0.237, -0.108], [1.818, -0.441, 1.154], [0.477, 1.504, -0.052], [-1.478, 1.069, 0.232], [-0.703, -1.624, -0.348], [0.424, 0.595, -0.414], [-1.379, -0.911, -0.223], [1.681, -0.431, -0.241]]
}



Entry 7:
{
  "formula": "CH4N2S",
  "method": "wB97M-V/def2-TZVPD",
  "homo_energy_ev": -9.46,
  "de_lowest_ev": 1.876,
  "smiles": "[H]/N=C\\NS",
  "total_charge": 0,
  "symbols": ["C", "H", "H", "H", "H", "N", "N", "S"],
  "xyz": [[-0.910, 0.213, -0.081], [1.561, -0.936, 1.197], [0.532, 1.624, 0.000], [-1.535, 1.170, -0.015], [-0.603, -1.478, -0.454], [0.482, 0.671, -0.227], [-1.383, -0.897, -0.199], [1.856, -0.366, -0.221]]
}



Entry 8:
{
  "formula": "CH4N2S2",
  "method": "wB97M-V/def2-TZVPD",
  "homo_energy_ev": -8.75,
  "de_lowest_ev": 2.968,
  "smiles": "SSN1CN1",
  "total_charge": 0,
  "symbols": ["C", "N", "N", "S", "S", "H", "H", "H", "H"],
  "xyz": [[-0.089, 1.124, -0.018], [-0.806, -0.145, -0.268], [0.628, -0.033, 0.407], [1.837, -2.573, -0.265], [1.925, -0.625, -0.530], [0.335, 1.666, -0.930], [-0.473, 1.882, 0.842], [-1.360, -0.202, 0.555], [1.072, -2.841, -1.479]]
}



| no. | calculated total energy (eV) |
| --- | --- |
| 1 | -12264.942 |
| 2 | -16960.366 |
| 3 | -16961.425 |
| 4 | -14002.046 |
| 5 | -22656.241 |
| 6 | -14916.113 |
| 7 | -14915.728 |
| 8 | -25749.522 |